ORCA calculation (wB97M-V/def2-TZVPD) on a structure of composition C23H20AsN6OPtS6 at a distorted geometry.

```
58
Properties=species:S:1:pos:R:3
Pt -0.2109 0.1069 0.0736
N 1.7828 3.4148 1.8872
C 2.8710 3.9405 1.1423
C 3.5371 5.0531 1.6195
C 4.6069 5.5822 0.9085
C 5.0112 4.9881 -0.2734
C 4.3416 3.8667 -0.7486
C 3.2698 3.3479 -0.0455
S 2.4363 1.9322 -0.7113
N 1.2581 1.6143 0.4918
C 1.0908 2.3063 1.5653
C 0.0861 1.7930 2.5315
C 0.0027 2.2299 3.8366
C -0.8996 1.6178 4.6982
C -1.6756 0.5840 4.2234
C -1.5517 0.2052 2.8941
N -0.7022 0.8070 2.0627
H 1.5571 3.8921 2.7411
H 3.2226 5.5091 2.5513
H 5.1198 6.4548 1.2873
H 5.8436 5.3923 -0.8318
H 4.6555 3.3948 -1.6718
H 0.6445 3.0125 4.2142
H -0.9711 1.9414 5.7275
H -2.3623 0.0489 4.8628
H -2.1373 -0.6048 2.4830
S -1.0009 -3.6616 2.8430
As -0.5038 -2.9707 0.9733
S -1.9401 -1.4036 0.1681
S 1.1451 -1.4645 1.0693
S -0.2100 -4.3474 -0.5904
S 0.6014 -0.3667 -2.0334
C -0.7112 -0.8905 -3.1110
N -1.2074 -2.1254 -3.0279
C -2.1540 -2.5960 -3.8304
C -2.6596 -1.8154 -4.8493
C -2.1512 -0.5394 -5.0017
C -1.1781 -0.0721 -4.1265
H -0.8292 -2.8196 -2.2717
H -2.4768 -3.6080 -3.6209
H -3.4205 -2.2043 -5.5092
H -2.5147 0.0997 -5.7955
H -0.7731 0.9254 -4.2207
N -5.1212 4.7263 -2.5401
C -4.1500 4.0070 -3.1448
O -3.9866 3.9453 -4.3432
C -3.2350 3.2267 -2.2322
C -3.7034 2.4425 -1.1889
C -2.8068 1.6504 -0.4961
N -1.5002 1.6380 -0.7780
C -1.0394 2.4288 -1.7580
C -1.8763 3.2229 -2.5126
H -5.7336 5.2807 -3.1159
H -5.1851 4.8134 -1.5424
H -4.7544 2.4070 -0.9355
H -3.1374 0.9864 0.2917
H 0.0263 2.3970 -1.9411
H -1.4869 3.8154 -3.3288
```

Computed properties:
- E (a.u.) = -6036.37471
- orbital gap (eV) = 5.719
- net charge = +1
- E_HOMO (Ha) = -0.353
- energy above the lowest of the compared OMol25 structures with the same formula, charge and spin (kcal per mole) = 0.0

***

ORCA calculation (wB97M-V/def2-TZVPD) on a structure of composition C23H20BCl2N9O2Re.

```
58
Properties=species:S:1:pos:R:3
Re -0.4738 -1.6676 -1.4416
C -0.0013 -5.2390 1.0171
C -0.3227 -4.6888 -0.1983
N -0.2500 -3.3353 -0.1390
N 0.1140 -3.0230 1.1471
C 0.2706 -4.1475 1.8411
B 0.3257 -1.5467 1.6736
N 1.4205 -0.9210 0.7530
C 2.6524 -0.4657 0.9680
C 3.2923 -0.2726 -0.2591
C 2.3856 -0.6747 -1.2052
N 1.2370 -1.0613 -0.5948
N -0.9877 -0.7669 1.3535
C -1.8370 -0.0725 2.1113
C -2.9613 0.2518 1.3582
C -2.7325 -0.3035 0.1185
N -1.5283 -0.9126 0.1176
N 0.6443 -1.5568 3.1167
C -0.1753 -1.8671 4.1739
C 0.6148 -2.1270 5.2536
C 1.9355 -1.9785 4.7714
N 1.9547 -1.6574 3.4969
H 0.0370 -6.2814 1.2814
H -0.5970 -5.1882 -1.1131
H 0.5702 -4.1172 2.8777
H 3.0127 -0.3569 1.9774
H 4.2922 0.0916 -0.4181
H 2.4671 -0.6878 -2.2808
H -1.6051 0.1468 3.1407
H -3.8257 0.8046 1.6822
H -3.3424 -0.2846 -0.7706
H -1.2488 -1.9032 4.0793
H 0.2991 -2.3822 6.2502
H 2.8622 -2.0944 5.3108
O -1.7739 1.3256 -4.9385
C -1.3569 2.0780 -4.2227
O -0.7234 -0.3696 -2.4691
C -0.8804 3.0684 -3.3455
C -0.8976 4.3789 -3.8783
C -0.4677 5.3774 -3.0468
C -0.0489 5.0551 -1.7446
C 0.4032 6.0378 -0.8329
C 0.7988 5.6730 0.4186
C 0.7679 4.3103 0.8333
C 0.3412 3.3375 -0.0103
C -0.0825 3.6777 -1.3282
N -0.4964 2.6927 -2.1303
H -1.2339 4.5748 -4.8884
H -0.4507 6.4055 -3.3851
H 0.4287 7.0736 -1.1445
H 1.1437 6.4256 1.1151
H 1.0909 4.0638 1.8358
H 0.3073 2.2955 0.2805
Cl 0.5206 -3.1659 -3.2315
C -1.1192 -3.5100 -3.8915
Cl -2.2711 -3.0998 -2.5742
H -1.1991 -4.5648 -4.1351
H -1.2996 -2.8547 -4.7365
```

Computed properties:
- E (a.u.) = -2554.37011
- orbital gap (eV) = 6.001
- net charge = +3
- E_HOMO (Ha) = -0.606
- energy above the lowest of the compared OMol25 structures with the same formula, charge and spin (kcal per mole) = 10.6

***

ORCA calculation (wB97M-V/def2-TZVPD) on a structure of composition C23H20Br2I2N5SSeTc at a distorted geometry.

```
55
Properties=species:S:1:pos:R:3
Tc -9.7343 15.4685 1.2226
Br -11.7285 17.3649 7.2099
C -11.2117 16.8777 5.4719
C -10.2429 17.6571 4.8568
C -9.9616 17.3135 3.5097
N -10.4866 16.2430 2.8995
C -11.3115 15.3768 3.5889
C -11.7946 15.7762 4.8159
C -11.7035 14.1336 2.9216
C -12.5349 13.2058 3.3989
C -12.6663 11.8993 2.8294
Br -13.8538 10.6399 3.5637
C -11.8916 11.6495 1.7071
C -11.0254 12.6477 1.2260
N -10.9407 13.8746 1.8386
H -9.6352 18.4484 5.4698
H -9.1684 17.8608 3.0507
H -12.4869 15.1421 5.3685
H -13.2007 13.3573 4.2935
H -11.8032 10.6225 1.2633
H -10.3716 12.4365 0.4171
I -11.5658 19.6805 -0.1683
I -9.8570 21.4295 0.8464
N -7.6004 14.9566 4.1487
C -7.4491 14.2569 3.0139
N -7.9528 14.6738 1.8682
C -7.6590 13.7575 0.8501
C -7.8879 13.9033 -0.5224
C -7.5280 12.8915 -1.4109
C -6.9008 11.7595 -0.9515
C -6.6302 11.5753 0.4141
C -7.0085 12.5636 1.3017
S -6.6577 12.7038 3.0021
H -8.0822 15.8453 4.0035
H -7.0593 14.7692 5.0045
H -8.2792 14.8228 -1.0040
H -7.7589 12.9202 -2.4764
H -6.6104 10.9513 -1.6138
H -5.9585 10.7920 0.8001
Se -11.2804 15.9325 -0.8123
C -12.6613 14.7591 -1.0106
C -12.7455 13.8902 -2.1405
C -13.7758 12.9980 -2.3299
C -14.8035 13.0611 -1.3772
C -14.7802 13.9127 -0.2432
C -13.7326 14.8067 -0.1026
H -11.9758 13.8947 -2.9213
H -13.8286 12.3765 -3.1498
H -15.7533 12.5610 -1.4951
H -15.6938 14.0203 0.4091
H -13.7548 15.5371 0.7304
N -8.6056 17.2919 0.4424
H -7.7296 17.5288 0.9204
H -9.2944 18.0506 0.4674
H -8.3834 17.1232 -0.5314
```

Computed properties:
- E (a.u.) = -9785.14511
- orbital gap (alpha / beta) (eV) = 6.645 / 4.351
- expectation value of S² = 3.79
- net charge = +3
- E_HOMO (alpha / beta) (Ha) = -0.592 / -0.591
- spin multiplicity = 4

***

ORCA calculation (wB97M-V/def2-TZVPD) on a structure of composition C23H20BrFeN2O2S4Se2.

```
55
Properties=species:S:1:pos:R:3
Fe -0.1956 -0.2131 1.7893
Br -4.5564 -2.4613 -3.9533
C -3.5768 -2.1408 -2.3641
C -3.3348 -3.1971 -1.4720
C -2.6245 -2.9848 -0.3209
C -2.0917 -1.7088 -0.0036
O -1.4128 -1.5560 1.0829
C -2.3458 -0.6544 -0.9192
C -1.8582 0.6767 -0.7113
N -1.1035 1.0586 0.2585
C -0.7033 2.4076 0.3414
C -0.6920 3.3229 -0.6773
C -0.2894 4.6557 -0.4449
C 0.1105 5.0657 0.7932
C 0.1545 4.1355 1.8591
C 0.5958 4.4639 3.1619
C 0.6481 3.4987 4.1227
C 0.2815 2.1816 3.7832
N -0.1507 1.8465 2.5916
C -0.2357 2.8061 1.6259
C -3.1039 -0.8905 -2.0837
H -3.7176 -4.1836 -1.6990
H -2.4326 -3.7909 0.3745
H -2.2103 1.4131 -1.4377
H -0.9781 3.0314 -1.6790
H -0.2990 5.3560 -1.2694
H 0.4149 6.0886 0.9722
H 0.8979 5.4815 3.3774
H 0.9858 3.7135 5.1262
H 0.3528 1.3801 4.5094
H -3.3024 -0.0686 -2.7613
C 3.1902 -3.8820 -2.5109
Se 2.5786 -2.3653 -1.4592
C 0.7352 -2.3531 -2.0946
C 0.4785 -1.4634 -3.2948
Se 0.9404 0.3982 -2.9102
C -0.2953 1.1781 -4.1921
H 2.6734 -4.7845 -2.1938
H 4.2560 -3.9911 -2.3246
H 3.0343 -3.7069 -3.5730
H 0.1307 -2.0380 -1.2485
H 0.4697 -3.3870 -2.3205
H -0.5837 -1.4782 -3.5468
H 1.0523 -1.7901 -4.1621
H -1.3284 0.9640 -3.9226
H -0.0892 0.7931 -5.1883
H -0.1316 2.2539 -4.1918
O 4.4447 -2.5521 6.3102
C 3.6224 -2.2030 5.5151
S 1.8798 -2.1722 5.8432
C 1.3658 -1.5144 4.3098
C 2.3935 -1.2258 3.3827
S 2.2083 -0.5849 1.8348
S 4.0209 -1.5644 3.9067
S -0.2732 -1.2647 4.0586
```

Computed properties:
- E (a.u.) = -11381.85252
- orbital gap (alpha / beta) (eV) = 6.544 / 6.180
- expectation value of S² = 8.77
- E_HOMO (alpha / beta) (Ha) = -0.274 / -0.294
- spin multiplicity = 6
- energy above the lowest of the compared OMol25 structures with the same formula, charge and spin (kcal per mole) = 0.0

***

ORCA calculation (wB97M-V/def2-TZVPD) on a structure of composition C23H20ClF5OPPdTe at a distorted geometry.

```
53
Properties=species:S:1:pos:R:3
C 0.0126 -1.1245 4.1830
C 0.0444 -0.0397 3.3195
C -1.0307 -0.1748 2.4543
H 0.8040 0.7315 3.2823
C -1.7215 -1.3408 2.7578
C -1.0786 -1.9204 3.8447
H -1.3397 -2.8690 4.3009
H 0.7317 -1.3147 4.9790
H -1.3197 0.5492 1.7049
H -2.5710 -1.7486 2.2202
Pd 0.1277 -1.6869 2.3122
Cl -1.0624 -1.6943 -0.4348
P -0.2325 0.1483 -0.6962
C -1.5281 1.4037 -0.4461
C -1.1696 2.7703 -0.4095
H -0.1246 3.0792 -0.4467
C -2.1457 3.7620 -0.3168
H -1.8433 4.8085 -0.2617
C -3.4966 3.4114 -0.2942
H -4.2606 4.1895 -0.2594
C -3.8681 2.0643 -0.3140
H -4.9211 1.7898 -0.2572
C -2.8979 1.0625 -0.4048
H -3.1983 0.0158 -0.4366
C 1.3311 0.9236 -0.1775
C 1.4041 1.7661 0.9626
H 0.5064 2.0287 1.5291
C 2.6196 2.3342 1.3388
H 2.7017 2.8234 2.3106
C 3.7092 2.2993 0.4600
H 4.6397 2.7996 0.7226
C 3.5896 1.6325 -0.7653
H 4.3954 1.6699 -1.5008
C 2.4407 0.8982 -1.0504
H 2.3968 0.3233 -1.9772
C -0.0661 0.0461 -2.4975
C -0.6083 1.0452 -3.3189
H -1.1611 1.8740 -2.8804
C -0.4513 0.9689 -4.7030
H -0.8595 1.7562 -5.3332
C 0.2290 -0.1114 -5.2731
H 0.3273 -0.1859 -6.3574
C 0.7800 -1.1019 -4.4557
H 1.3464 -1.9267 -4.8925
C 0.6143 -1.0405 -3.0697
H 1.0228 -1.8386 -2.4486
F 0.7434 -5.6702 -0.0291
Te 1.0477 -4.9827 1.7926
F 2.9989 -5.1869 1.6881
F 1.2138 -4.5623 3.7067
F -0.9257 -4.8965 2.0272
F 0.9182 -6.7792 2.4298
O 1.1853 -2.7792 1.3813
```

Computed properties:
- E (a.u.) = -2659.93103
- orbital gap (alpha / beta) (eV) = 6.201 / 6.658
- expectation value of S² = 6.02
- net charge = +1
- E_HOMO (alpha / beta) (Ha) = -0.403 / -0.478
- spin multiplicity = 5
- energy above the lowest of the compared OMol25 structures with the same formula, charge and spin (kcal per mole) = 34.1

***

ORCA calculation (wB97M-V/def2-TZVPD) on a structure of composition C23H20Co2N3O6 at a distorted geometry.

```
54
Properties=species:S:1:pos:R:3
O 1.0514 -0.8354 -1.1154
C -0.0903 -0.5899 -1.1201
Co -1.7918 -0.0798 -1.1846
C -1.3710 1.6555 -1.2445
O -0.9757 2.6451 -1.7529
C -1.9741 -0.1024 -2.9827
O -1.9767 -0.0106 -4.1283
C -3.0729 -0.2299 0.1949
C -2.5433 -1.4377 -0.1364
C -2.4709 -2.8825 -0.2706
C -1.1157 -3.2158 0.4724
C -0.3000 -4.2702 -0.0050
C 0.8385 -4.6411 0.7166
C 1.1788 -3.9512 1.8823
C 0.4257 -2.8598 2.3099
C -0.7339 -2.4953 1.6208
Co -1.9977 1.4294 0.8468
C -2.9520 1.2812 2.3119
O -3.6198 1.2103 3.2358
C -2.1759 3.1869 0.9343
O -2.3132 4.3261 0.9466
C -0.3309 1.0740 1.3819
O 0.7229 0.8790 1.7850
H -4.1578 -0.1227 0.2475
H -2.4971 -2.9901 -1.4802
H -0.4675 -4.6371 -1.0419
H 1.4854 -5.4069 0.2988
H 2.0641 -4.2409 2.4267
H 0.7586 -2.2262 3.1152
H -1.2004 -1.5339 1.8540
C -2.0762 -3.6046 -4.2480
C -3.2245 -3.1917 -3.5857
N -3.5859 -4.2380 -2.7506
C -4.7523 -4.2712 -1.8603
C -4.3290 -4.8800 -0.5367
C -5.4907 -5.0212 0.4660
C -4.7663 -5.0615 1.8458
C -3.4655 -4.2475 1.6305
N -3.2187 -4.1261 0.1375
C -2.6906 -5.2751 -2.9664
N -1.7663 -4.8872 -3.8435
H -1.5150 -3.0360 -4.9762
H -3.8088 -2.2988 -3.6740
H -5.1297 -3.2337 -1.7661
H -5.5484 -4.8636 -2.3653
H -4.0310 -5.9358 -0.7537
H -6.2012 -4.1445 0.4255
H -6.0836 -5.9532 0.2987
H -5.3706 -4.6349 2.6924
H -4.4541 -6.0969 2.0735
H -3.5640 -3.2397 2.0335
H -2.5747 -4.7171 2.0828
H -2.5288 -4.8801 0.0098
H -2.8107 -6.2510 -2.4980
```

Computed properties:
- E (a.u.) = -4269.48911
- orbital gap (eV) = 3.443
- net charge = -1
- E_HOMO (Ha) = -0.062
- energy above the lowest of the compared OMol25 structures with the same formula, charge and spin (kcal per mole) = 121.4

***

Among the records above, which one has the highest E?
C23H20BCl2N9O2Re